Entry 1:
{
  "formula": "CHInLiO2",
  "method": "the ωB97M-V functional and the def2-TZVPD basis",
  "species": ["H", "O", "C", "O", "Li", "In"],
  "positions_angstrom": [[-0.554599, -1.144041, -0.555711], [0.081608, -0.629042, 0.284111], [-1.006919, -0.018798, -0.106727], [-1.151173, 1.068929, -0.516656], [1.985589, -0.862695, 0.026508], [0.645496, 1.585649, 0.868477]],
  "atomic_forces_ev_per_a": [[0.8, -3.0, -0.6], [-3.4, -0.6, -0.6], [0.8, 2.6, -1.2], [-1.5, -1.3, 1.1], [2.0, -1.5, -0.4], [1.4, 3.7, 1.6]],
  "e_above_lowest_kcal_mol": 66.30,
  "homo_lumo_gap_ev": [7.780, 7.791],
  "charge": 3
}

---

Entry 2:
{
  "formula": "C19H16Cl4IN3O2SiSm",
  "method": "the ωB97M-V functional and the def2-TZVPD basis",
  "species": ["Sm", "C", "C", "N", "C", "C", "C", "O", "C", "C", "N", "C", "C", "C", "C", "C", "C", "I", "C", "O", "H", "H", "H", "H", "H", "H", "H", "H", "H", "H", "H", "H", "Cl", "C", "C", "C", "C", "N", "C", "H", "H", "H", "H", "Cl", "Si", "Cl", "Cl"],
  "positions_angstrom": [[-1.327170, 0.305453, -1.825836], [-2.640770, -3.714147, -1.742336], [-1.870370, -3.288347, -0.535036], [-1.284370, -4.204747, 0.187364], [-0.601570, -3.876747, 1.285664], [-0.424770, -2.579047, 1.704564], [0.350630, -2.245247, 2.958164], [1.347630, -1.255847, 2.761464], [-0.978270, -1.539347, 0.912064], [-0.778870, -0.186047, 1.313764], [-0.864370, 0.824853, 0.504064], [-0.580170, 2.094253, 1.013764], [0.505130, 2.313753, 1.866564], [0.761330, 3.577353, 2.360964], [-0.064070, 4.639953, 2.027264], [-1.128670, 4.454153, 1.156864], [-1.349070, 3.194353, 0.635164], [-2.955770, 2.842453, -0.774436], [-1.788870, -1.885947, -0.220836], [-2.492170, -1.018247, -0.868036], [-2.798370, -4.787347, -1.710536], [-2.091370, -3.477247, -2.654236], [-3.590270, -3.181947, -1.778336], [-0.200970, -4.707547, 1.849264], [0.777530, -3.155247, 3.390364], [-0.342070, -1.823347, 3.693364], [2.128730, -1.670747, 2.382464], [-0.540170, -0.007747, 2.361064], [1.137030, 1.477653, 2.132864], [1.610930, 3.722953, 3.008864], [0.117930, 5.618553, 2.439764], [-1.777570, 5.273553, 0.895364], [3.763730, 3.546353, -1.102536], [3.094830, 1.970353, -1.160236], [3.893530, 0.849053, -0.953536], [3.287830, -0.395747, -0.974336], [1.924230, -0.484947, -1.205836], [1.156230, 0.588453, -1.433636], [1.736630, 1.791353, -1.407736], [4.955130, 0.954553, -0.786636], [3.868830, -1.291747, -0.821636], [1.425630, -1.453447, -1.221236], [1.103830, 2.656453, -1.588636], [-1.165770, 1.744653, -3.941036], [-2.575570, -0.282047, -4.337736], [-0.503070, -1.428447, -3.508636], [-2.232770, -0.499247, -6.288036]],
  "atomic_forces_ev_per_a": [[1.8, 2.4, 1.0], [-0.1, 0.0, 0.0], [-0.1, 0.7, -0.3], [0.0, -0.4, -0.1], [0.1, 0.3, 0.3], [0.2, 0.1, -0.3], [-0.3, -0.2, 0.1], [0.3, 0.1, -0.1], [-0.6, -1.2, -0.9], [-0.1, 1.4, -0.1], [-0.1, -1.1, 0.8], [0.2, 0.7, 0.2], [-0.2, -0.1, -0.1], [0.0, 0.0, 0.0], [0.0, 0.0, 0.0], [-0.1, -0.1, -0.1], [-0.5, -0.5, -0.4], [0.4, 0.6, 0.8], [1.1, -1.9, 2.3], [-2.1, -0.8, 0.1], [-0.1, 0.0, 0.0], [0.0, 0.0, 0.0], [-0.1, -0.1, -0.1], [0.1, 0.0, 0.1], [-0.1, 0.1, 0.0], [0.1, -0.1, 0.1], [0.0, 0.0, 0.0], [0.0, 0.1, -0.1], [0.1, -0.1, 0.0], [0.1, 0.1, 0.1], [0.0, 0.1, 0.0], [0.0, 0.1, -0.1], [0.0, 0.1, 0.0], [-0.2, -0.5, 0.0], [-0.3, 0.2, -0.1], [-0.2, 0.0, 0.0], [0.0, -0.2, 0.0], [0.6, -0.1, 0.0], [0.1, 0.2, 0.0], [0.0, 0.0, 0.0], [0.0, -0.1, 0.0], [0.1, 0.2, 0.0], [0.1, 0.0, 0.0], [-0.5, 0.4, -1.3], [0.7, 0.1, -0.2], [-0.1, -0.8, -1.1], [0.0, -0.1, -0.6]],
  "multiplicity": 6,
  "e_above_lowest_kcal_mol": 5.29,
  "homo_lumo_gap_ev": [7.740, 7.802],
  "charge": 1,
  "s_squared": 8.758
}

---

Entry 3:
{
  "formula": "C33H20BrF9FeN2O4P",
  "method": "the ωB97M-V functional and the def2-TZVPD basis",
  "species": ["Fe", "O", "C", "O", "C", "C", "C", "C", "C", "N", "C", "O", "O", "H", "H", "H", "H", "F", "C", "F", "F", "C", "C", "C", "C", "C", "C", "P", "C", "C", "C", "C", "C", "C", "C", "F", "F", "F", "C", "C", "C", "C", "C", "C", "C", "F", "F", "F", "H", "H", "H", "H", "H", "H", "H", "H", "H", "H", "H", "H", "Br", "C", "C", "C", "C", "C", "N", "H", "H", "H", "H"],
  "positions_angstrom": [[0.863599, 1.460988, 0.191623], [3.188708, 1.679235, -3.417188], [2.715937, 1.630029, -2.207308], [1.537665, 1.424778, -1.924535], [3.680086, 1.842193, -1.104979], [4.974861, 2.307983, -1.166157], [5.639227, 2.517027, 0.048386], [4.989786, 2.278163, 1.249742], [3.675281, 1.828214, 1.196479], [3.068354, 1.607018, 0.049163], [2.743046, 1.621113, 2.355110], [3.073584, 1.648069, 3.497656], [1.499854, 1.401196, 1.897315], [2.490269, 1.556999, -4.081951], [5.445304, 2.518551, -2.116538], [6.655865, 2.886334, 0.045721], [5.463285, 2.439880, 2.208569], [-5.662305, 0.568461, 3.635850], [-4.832567, -0.420425, 4.018643], [-4.405263, -0.143946, 5.253429], [-5.540594, -1.553872, 4.057719], [-3.685812, -0.527794, 3.036370], [-2.416303, -0.093134, 3.383951], [-1.403581, -0.123690, 2.437442], [-1.668785, -0.596343, 1.149560], [-2.943460, -1.054046, 0.813574], [-3.949881, -1.021036, 1.764501], [-0.282248, -0.675478, -0.003893], [-0.946769, -0.914093, -1.655364], [-0.501343, -1.952855, -2.470180], [-0.971987, -2.053200, -3.769876], [-1.863227, -1.108701, -4.257567], [-2.328639, -0.083471, -3.446616], [-1.860594, 0.019696, -2.148078], [-2.304413, -1.208036, -5.702569], [-3.109307, -2.261384, -5.885290], [-1.237592, -1.361260, -6.503024], [-2.959126, -0.107829, -6.092652], [0.678401, -2.115647, 0.464411], [2.039234, -1.998424, 0.724233], [2.765717, -3.111560, 1.124451], [2.120622, -4.327379, 1.261727], [0.759108, -4.451330, 1.001420], [0.031214, -3.345200, 0.607625], [2.893438, -5.564739, 1.667542], [3.068021, -6.367741, 0.606034], [4.099904, -5.254034, 2.155000], [2.227270, -6.256119, 2.600022], [-2.218573, 0.261134, 4.386146], [-0.409188, 0.212983, 2.709069], [-3.153412, -1.439260, -0.175768], [-4.939346, -1.386175, 1.521287], [0.198635, -2.687386, -2.094603], [-0.643119, -2.864626, -4.406080], [-3.046995, 0.627038, -3.831023], [-2.221957, 0.822924, -1.515816], [2.536379, -1.041009, 0.620306], [3.823338, -3.033269, 1.333587], [0.272546, -5.411197, 1.114536], [-1.030780, -3.440476, 0.415860], [1.653118, 4.598266, -0.323594], [-0.159523, 4.271404, 0.034887], [-1.042429, 5.329984, 0.075412], [-2.370930, 5.060261, 0.360955], [-2.765026, 3.750867, 0.595611], [-1.820516, 2.754570, 0.533578], [-0.521041, 2.998774, 0.250941], [-0.692068, 6.334747, -0.108927], [-3.088439, 5.868945, 0.404097], [-3.791809, 3.505607, 0.825994], [-2.082679, 1.722713, 0.724024]],
  "atomic_forces_ev_per_a": [[1.3, 0.2, -0.7], [0.1, 0.1, 0.1], [0.0, 0.0, -0.1], [-0.6, 0.0, -0.1], [0.1, 0.0, 0.0], [0.1, 0.0, 0.0], [0.0, 0.0, -0.1], [0.0, -0.1, 0.0], [0.2, 0.0, -0.1], [-0.3, 0.2, -0.1], [0.0, -0.2, 0.2], [-0.1, 0.0, -0.1], [-0.3, 0.0, 1.0], [-0.1, 0.0, 0.0], [0.0, 0.0, 0.0], [0.0, 0.0, 0.0], [0.0, 0.0, 0.0], [0.0, -0.1, 0.0], [0.0, 0.0, 0.0], [0.0, 0.0, -0.1], [0.0, 0.1, 0.0], [-0.1, 0.0, 0.0], [0.0, 0.0, 0.0], [0.0, -0.1, 0.0], [0.0, -0.1, 0.1], [0.0, 0.0, 0.0], [0.0, 0.0, 0.0], [-0.3, -0.3, 0.1], [0.1, 0.1, -0.1], [-0.1, 0.0, 0.0], [0.0, 0.0, 0.0], [0.0, 0.0, -0.1], [0.0, 0.0, 0.0], [0.0, 0.0, 0.0], [-0.1, 0.0, 0.0], [0.1, 0.1, 0.0], [-0.1, 0.0, 0.0], [0.0, -0.1, 0.0], [0.2, 0.1, 0.0], [0.0, -0.1, 0.0], [0.0, 0.1, 0.0], [0.0, 0.0, 0.0], [0.0, 0.0, 0.0], [0.1, 0.0, 0.0], [0.0, 0.0, 0.0], [0.0, 0.1, 0.1], [-0.1, 0.0, 0.0], [0.1, 0.0, -0.1], [0.0, 0.0, 0.0], [0.0, 0.0, 0.0], [0.0, 0.0, 0.0], [0.0, 0.0, 0.0], [0.0, 0.0, 0.0], [0.0, 0.0, 0.0], [0.0, 0.0, 0.0], [0.0, 0.0, 0.0], [0.0, 0.0, 0.0], [0.0, 0.0, 0.0], [0.0, 0.0, 0.0], [0.0, 0.0, 0.0], [0.1, 0.0, 0.0], [-0.1, -0.1, 0.0], [0.0, 0.0, 0.0], [0.0, 0.0, 0.0], [-0.1, 0.0, 0.0], [0.1, 0.0, 0.0], [-0.2, 0.1, -0.1], [0.0, 0.0, 0.0], [0.0, 0.0, 0.0], [0.0, 0.0, 0.0], [0.0, 0.1, 0.0]],
  "multiplicity": 6,
  "e_above_lowest_kcal_mol": 0.08,
  "homo_lumo_gap_ev": [8.148, 6.865],
  "charge": 2,
  "s_squared": 8.762
}

---

Entry 4:
{
  "formula": "C2H2FNO2",
  "method": "the ωB97M-V functional and the def2-TZVPD basis",
  "species": ["C", "C", "O", "H", "H", "O", "N", "F"],
  "positions_angstrom": [[1.249508, -0.324446, 0.884335], [1.575219, -0.084354, -0.392132], [1.691972, 0.285220, -1.494467], [1.834782, -0.862683, 1.523830], [0.207127, 0.003111, 1.091656], [-1.791761, -0.262847, -1.372054], [-2.096945, -0.075556, -0.283382], [-2.669904, 1.321558, 0.042215]],
  "atomic_forces_ev_per_a": [[-1.8, 1.5, -3.1], [-0.8, 0.7, 0.4], [0.2, -0.7, 1.1], [1.3, -1.2, 1.5], [1.0, -0.3, 0.1], [-1.1, 1.5, 2.5], [0.6, -0.9, -1.5], [0.5, -0.7, -1.0]],
  "smiles": "C=C=O.O=NF",
  "e_above_lowest_kcal_mol": 104.60,
  "homo_lumo_gap_ev": 8.228
}

---

Entry 5:
{
  "formula": "C31H31F6N4O",
  "method": "the ωB97M-V functional and the def2-TZVPD basis",
  "species": ["C", "C", "C", "C", "C", "C", "C", "C", "N", "C", "C", "C", "C", "C", "C", "C", "N", "C", "C", "C", "C", "C", "N", "C", "O", "N", "C", "C", "C", "C", "F", "F", "F", "C", "C", "C", "F", "F", "F", "C", "C", "C", "H", "H", "H", "H", "H", "H", "H", "H", "H", "H", "H", "H", "H", "H", "H", "H", "H", "H", "H", "H", "H", "H", "H", "H", "H", "H", "H", "H", "H", "H", "H"],
  "positions_angstrom": [[2.286547, -0.342648, 4.207780], [2.797494, 0.845623, 3.452888], [3.439205, 0.613571, 2.232515], [3.982345, 1.675962, 1.510238], [3.906365, 2.973257, 2.029923], [4.592364, 4.103331, 1.253783], [6.096774, 3.933208, 1.117559], [6.942927, 4.836172, 0.473930], [8.152422, 4.260513, 0.210189], [9.207098, 4.828228, -0.602690], [8.193514, 3.008484, 0.808486], [9.293858, 2.178479, 0.916732], [9.190010, 1.078249, 1.778722], [7.994585, 0.852355, 2.477091], [6.886308, 1.708844, 2.356818], [6.943116, 2.791202, 1.469926], [3.963952, 4.179022, -0.082542], [4.738505, 4.723131, -1.273395], [3.701897, 5.216928, -2.275665], [2.399169, 5.413560, -1.493439], [2.458598, 4.625736, -0.183521], [1.738703, 5.359023, 0.959993], [0.292696, 5.216504, 0.734024], [-0.335226, 4.052260, 1.078320], [0.275047, 3.133356, 1.645536], [-1.696542, 3.983387, 0.746726], [-2.528102, 2.920236, 1.114731], [-3.756554, 2.669197, 0.473000], [-4.522776, 1.562972, 0.837652], [-5.794557, 1.218340, 0.104421], [-6.794267, 0.860890, 0.970085], [-6.263597, 2.249686, -0.651410], [-5.604164, 0.151138, -0.739064], [-4.129623, 0.712838, 1.866983], [-2.922776, 0.970307, 2.515130], [-2.468702, 0.070039, 3.640914], [-1.235601, 0.418786, 4.134599], [-3.342297, 0.110519, 4.696369], [-2.375285, -1.235031, 3.229389], [-2.132647, 2.045264, 2.138001], [3.254997, 3.210103, 3.243535], [2.670960, 2.148932, 3.939086], [1.982436, -0.093898, 5.226284], [1.424887, -0.758286, 3.675561], [3.042871, -1.135011, 4.259577], [3.558113, -0.420357, 1.886768], [4.528116, 1.466690, 0.581238], [4.346991, 5.074022, 1.704133], [6.777005, 5.874583, 0.216317], [9.986133, 4.075576, -0.732427], [8.810728, 5.115450, -1.583248], [9.654581, 5.720472, -0.151621], [10.189277, 2.384882, 0.343369], [10.035885, 0.403638, 1.908831], [7.918316, -0.005692, 3.145347], [5.997224, 1.572282, 2.983395], [3.866630, 3.213613, -0.402349], [5.377776, 3.935248, -1.695840], [5.372925, 5.552060, -0.974714], [3.573170, 4.504805, -3.103332], [4.053289, 6.158816, -2.728312], [1.516019, 5.076845, -2.057109], [2.261822, 6.489012, -1.283469], [1.934310, 3.653962, -0.272880], [1.972782, 6.435063, 1.002670], [1.977632, 4.921554, 1.932769], [-0.202766, 5.901592, 0.173957], [-2.076913, 4.685242, 0.115780], [-4.094568, 3.324912, -0.320748], [-4.743599, -0.130086, 2.162982], [-1.171720, 2.183218, 2.608005], [3.215924, 4.224603, 3.652024], [2.157291, 2.329094, 4.887392]],
  "atomic_forces_ev_per_a": [[-0.2, -0.2, 0.1], [0.1, 0.0, 0.0], [0.2, 0.3, -0.2], [-0.4, -0.2, 0.2], [0.2, 0.3, -0.2], [0.8, 0.4, 1.6], [0.6, 0.3, 0.1], [-0.2, -0.9, 0.3], [-0.2, 0.0, 0.4], [0.1, 0.3, -0.2], [-0.7, 0.7, 0.4], [0.1, -1.0, 0.5], [-0.1, 0.5, -0.7], [-0.6, 0.4, 0.1], [0.1, -0.5, 0.2], [0.7, 0.3, -0.6], [-1.0, -0.7, -2.1], [0.0, 0.7, -0.3], [-0.1, -0.2, -0.5], [-0.5, 0.5, -0.2], [0.0, -0.5, -0.5], [-0.1, 0.1, 0.3], [0.4, 0.4, -0.3], [-0.1, -1.5, 0.5], [-0.4, 1.6, -0.9], [0.8, 0.6, -0.2], [-0.7, -1.3, 0.3], [0.6, 0.1, 0.1], [0.1, 0.0, 0.3], [-0.9, -0.3, -0.4], [0.9, 0.3, -0.8], [0.4, -0.8, 0.5], [-0.2, 1.0, 0.7], [0.3, 0.1, 0.1], [-0.2, 0.2, -0.3], [0.3, -0.5, 0.7], [-1.1, -0.3, -0.5], [0.8, -0.2, -1.0], [-0.1, 1.2, 0.5], [0.0, -0.1, 0.1], [0.1, -0.2, -0.2], [0.3, 0.1, -0.1], [0.0, 0.0, -0.1], [0.0, 0.0, 0.2], [-0.1, 0.2, 0.0], [-0.1, 0.5, 0.0], [-0.2, 0.1, 0.3], [0.1, -0.2, 0.2], [0.1, -0.2, -0.1], [-0.1, 0.2, -0.1], [0.1, -0.2, 0.1], [-0.1, -0.2, 0.1], [0.1, -0.1, 0.3], [-0.3, 0.2, -0.1], [0.1, 0.3, -0.1], [0.5, -0.2, -0.3], [0.0, -0.2, 0.6], [-0.2, 0.2, 0.4], [-0.3, -0.2, 0.1], [0.0, 0.1, 0.3], [-0.2, -0.4, 0.2], [0.4, 0.3, 0.0], [0.0, -0.4, 0.0], [0.2, 0.5, 0.1], [0.0, -0.4, -0.2], [-0.2, 0.0, -0.2], [0.3, -0.1, 0.3], [0.1, -0.3, 0.4], [0.0, -0.1, 0.0], [0.0, 0.1, -0.1], [-0.3, 0.0, 0.1], [0.0, -0.3, -0.1], [0.2, -0.1, -0.3]],
  "smiles": "Cc1ccc([C@@H](c2cn(C)c3ccccc23)[N@@H+]2CCC[C@@H]2CNC(=O)Nc2cc(C(F)(F)F)cc(C(F)(F)F)c2)cc1",
  "homo_lumo_gap_ev": 8.063,
  "charge": 1
}

---

What are the E values for these records? In order: -10484.6787; -112499.5190; -183880.8632; -10404.6470; -56958.7311 eV.
What are the molecular weight values for these records? In order: 166.78; 765.52; 846.24; 91.04; 589.60 g/mol.